Entry from the Open Molecules 2025 dataset: a molecular structure, C14H24GdI2N2O3S2Y in a non-equilibrium geometry (ωB97M-V/def2-TZVPD).

For the orbital gap (alpha / beta), the calculation gives 4.8 / 4.1 eV. The value obtained for the electronic energy is -3077.175177 Ha. For the HOMO energy (alpha / beta), the calculation gives -19.93 / -19.91 eV. Its expectation value of S² is 16.1553. As for the largest force on an atom: 0.2091 Eh/bohr. As for the LUMO energy (alpha / beta): -15.14 / -15.81 eV.

ORCA input file:
```
! wB97M-V def2-TZVPD RIJCOSX def2/J DEFGRID3
* xyz 4 8
I 2.645 1.646 2.962
I 4.687 1.619 1.072
Y 2.152 0.008 -1.794
Gd -0.165 -0.302 0.255
S 1.231 2.050 -0.505
S 2.293 -1.184 0.530
C -2.032 1.209 -0.180
C 0.423 3.240 -1.531
C 2.132 -2.930 0.454
C 1.624 3.968 -2.123
C -0.553 2.725 -2.577
C -0.249 4.009 -0.398
C 3.607 -3.187 0.178
C 1.192 -3.584 -0.545
C 1.730 -3.148 1.908
C 2.088 0.961 -3.874
C 2.857 -1.830 -2.979
O -3.150 1.677 -0.110
O 2.150 1.455 -4.884
O 3.293 -2.699 -3.549
H 2.138 3.366 -2.879
H 2.337 4.227 -1.332
H 1.226 4.866 -2.579
H -0.062 2.123 -3.360
H -0.962 3.638 -3.043
H -1.386 2.152 -2.138
H -1.055 3.434 0.063
H -0.647 4.906 -0.851
H 0.489 4.268 0.371
H 3.742 -4.241 0.354
H 4.226 -2.598 0.864
H 3.880 -2.937 -0.851
H 1.328 -4.666 -0.371
H 1.450 -3.368 -1.595
H 0.126 -3.338 -0.375
H 1.867 -4.203 2.088
H 0.687 -2.868 2.102
H 2.375 -2.562 2.574
C -4.750 -2.029 2.701
N -4.321 -0.674 2.473
C -5.035 0.525 2.895
C -3.208 -0.523 1.861
N -2.088 -0.531 1.389
H -5.690 -1.968 3.238
H -4.027 -2.573 3.310
H -4.917 -2.551 1.757
H -4.431 1.111 3.590
H -5.320 1.130 2.034
H -5.928 0.180 3.402
*
```

Partial charges, Mulliken, in e:
1. I 0.105
2. I 0.109
3. Y 0.919
4. Gd 1.008
5. S 0.210
6. S 0.101
7. C 0.234
8. C 0.894
9. C 0.862
10. C -1.334
11. C -1.153
12. C -1.336
13. C -1.405
14. C -1.266
15. C -1.320
16. C -0.053
17. C -0.046
18. O -0.169
19. O 0.137
20. O 0.133
21. H 0.309
22. H 0.425
23. H 0.467
24. H 0.288
25. H 0.471
26. H 0.230
27. H 0.297
28. H 0.481
29. H 0.438
30. H 0.473
31. H 0.472
32. H 0.337
33. H 0.468
34. H 0.288
35. H 0.371
36. H 0.489
37. H 0.337
38. H 0.431
39. C -0.766
40. N 0.059
41. C -0.726
42. C 0.513
43. N -0.758
44. H 0.287
45. H 0.361
46. H 0.350
47. H 0.344
48. H 0.353
49. H 0.282

***

Entry from the Open Molecules 2025 dataset: C14H24N2O2 in the gas phase in a non-equilibrium geometry (ωB97M-V/def2-TZVPD).

For the orbital gap, the calculation gives 9.4 eV. The value obtained for the electronic energy is -807.759885 Ha. As for the SMILES: [H]/N=C(\OC[C@@H]1CCCO1)N(CC(=C)C)CC(=C)C. For the HOMO energy, the calculation gives -8.60 eV. As for the largest force on an atom: 0.0817 Eh/bohr. As for the LUMO energy: 0.76 eV.

ORCA input file:
```
! wB97M-V def2-TZVPD RIJCOSX def2/J DEFGRID3
* xyz 0 1
H 2.820 0.035 0.365
N 2.340 0.627 -0.273
C 1.076 0.626 -0.117
O 0.475 -0.114 0.883
C 1.322 -0.935 1.708
C 0.426 -1.778 2.608
C -0.279 -0.978 3.681
C -0.476 -1.984 4.828
C 0.667 -3.025 4.586
O 1.238 -2.740 3.318
N 0.308 1.338 -1.019
C 0.914 2.136 -2.081
C 1.123 1.379 -3.393
C 2.333 0.846 -3.627
C 0.006 1.266 -4.439
C -1.061 1.689 -0.644
C -2.047 0.905 -1.490
C -3.033 1.622 -2.163
C -2.160 -0.613 -1.386
H 1.971 -1.595 1.122
H 1.984 -0.330 2.340
H -0.353 -2.316 2.044
H 0.363 -0.175 4.067
H -1.260 -0.584 3.333
H -1.459 -2.473 4.724
H -0.393 -1.503 5.781
H 0.369 -4.066 4.626
H 1.453 -2.945 5.395
H 0.323 3.015 -2.327
H 1.853 2.573 -1.750
H 2.601 0.272 -4.543
H 3.087 0.911 -2.851
H -0.280 2.273 -4.752
H 0.308 0.758 -5.363
H -0.889 0.815 -4.014
H -1.230 1.430 0.443
H -1.116 2.785 -0.727
H -2.950 2.711 -2.118
H -3.879 1.172 -2.698
H -1.311 -1.100 -1.883
H -2.133 -0.916 -0.316
H -3.049 -1.016 -1.877
*
```

Partial charges, natural (NBO), in e:
1. H 0.343
2. N -0.802
3. C 0.723
4. O -0.533
5. C -0.076
6. C 0.082
7. C -0.424
8. C -0.430
9. C -0.066
10. O -0.532
11. N -0.450
12. C -0.248
13. C 0.005
14. C -0.388
15. C -0.647
16. C -0.252
17. C 0.028
18. C -0.415
19. C -0.657
20. H 0.197
21. H 0.185
22. H 0.173
23. H 0.204
24. H 0.225
25. H 0.205
26. H 0.217
27. H 0.177
28. H 0.173
29. H 0.201
30. H 0.236
31. H 0.192
32. H 0.215
33. H 0.208
34. H 0.217
35. H 0.224
36. H 0.225
37. H 0.205
38. H 0.191
39. H 0.202
40. H 0.226
41. H 0.220
42. H 0.221

***

Entry from the Open Molecules 2025 dataset: a molecular structure, C14H24N2O5W (ωB97M-V/def2-TZVPD).

For the orbital gap, the calculation gives 8.2 eV. The value obtained for the electronic energy is -1100.103288 Ha. For the HOMO energy, the calculation gives -16.00 eV. As for the largest force on an atom: 0.0038 Eh/bohr. As for the LUMO energy: -7.81 eV.

ORCA input file:
```
! wB97M-V def2-TZVPD RIJCOSX def2/J DEFGRID3
* xyz 2 1
W -0.199 -0.140 -0.481
O -2.648 2.671 0.381
C -1.934 1.811 0.712
O -0.705 1.567 -0.068
C -1.962 0.914 1.934
C -0.544 0.908 2.542
C -0.563 0.513 4.002
C -0.974 -0.971 3.920
C -0.990 -1.231 2.424
O 0.023 -0.287 1.872
C -2.199 -0.640 1.703
C -1.994 -0.953 0.245
O -2.487 -0.357 -0.726
O -0.964 -1.843 -0.135
H -2.710 1.330 2.606
H 0.066 1.771 2.295
H 0.426 0.631 4.439
H -1.257 1.131 4.569
H -0.255 -1.618 4.416
H -1.953 -1.172 4.353
H -0.736 -2.240 2.123
H -3.173 -0.976 2.058
C -0.882 -1.094 -3.327
N -0.088 -0.024 -2.640
C -0.602 1.302 -3.121
C 1.363 -0.182 -2.994
C 2.246 0.498 -1.966
N 1.935 0.006 -0.581
C 2.678 0.816 0.423
C 2.280 -1.440 -0.424
H -0.693 -1.032 -4.400
H -1.937 -0.939 -3.123
H -0.579 -2.074 -2.961
H -0.525 1.328 -4.208
H -0.020 2.115 -2.694
H -1.641 1.407 -2.819
H 1.555 0.230 -3.986
H 1.574 -1.250 -3.044
H 2.091 1.578 -1.961
H 3.300 0.316 -2.187
H 3.751 0.717 0.248
H 2.435 0.456 1.419
H 2.390 1.860 0.320
H 3.275 -1.636 -0.827
H 1.571 -2.082 -0.962
H 2.256 -1.698 0.633
*
```

Partial charges, natural (NBO), in e:
1. W 2.093
2. O -0.393
3. C 0.818
4. O -0.736
5. C -0.369
6. C 0.104
7. C -0.433
8. C -0.430
9. C 0.095
10. O -0.571
11. C -0.304
12. C 0.574
13. O -0.529
14. O -0.673
15. H 0.294
16. H 0.241
17. H 0.249
18. H 0.253
19. H 0.254
20. H 0.249
21. H 0.256
22. H 0.298
23. C -0.415
24. N -0.481
25. C -0.416
26. C -0.262
27. C -0.256
28. N -0.487
29. C -0.419
30. C -0.443
31. H 0.233
32. H 0.252
33. H 0.225
34. H 0.235
35. H 0.225
36. H 0.247
37. H 0.260
38. H 0.230
39. H 0.236
40. H 0.254
41. H 0.236
42. H 0.235
43. H 0.232
44. H 0.258
45. H 0.230
46. H 0.254

***

Entry from the Open Molecules 2025 dataset: C14H24N6O4 in the gas phase in a non-equilibrium geometry (ωB97M-V/def2-TZVPD).

For the orbital gap, the calculation gives 8.4 eV. The value obtained for the electronic energy is -1177.299328 Ha. As for the SMILES: CCC(CC)C(=O)N1N=C(C(=O)O)C[C@H](N=C(N)N)[C@H]1NC(C)=O. For the HOMO energy, the calculation gives -8.40 eV. As for the largest force on an atom: 0.1307 Eh/bohr. As for the LUMO energy: 0.03 eV.

ORCA input file:
```
! wB97M-V def2-TZVPD RIJCOSX def2/J DEFGRID3
* xyz 0 1
C 3.431 -0.017 -1.870
C 2.189 -0.125 -0.846
C 2.234 -1.374 0.026
C 3.569 -1.336 0.914
C 3.887 -0.001 1.692
C 0.971 -1.661 0.847
O 0.968 -1.553 2.114
N -0.278 -1.595 0.136
N -0.463 -1.783 -1.262
C -1.597 -1.626 -1.900
C -1.717 -2.060 -3.415
O -0.746 -2.497 -4.059
O -2.951 -2.068 -4.011
C -2.877 -1.163 -1.243
C -2.606 -0.438 0.130
N -2.244 0.988 -0.050
C -2.552 1.822 0.838
N -1.982 2.955 0.774
N -3.331 1.669 1.924
C -1.469 -1.171 0.938
N -1.936 -2.417 1.489
C -2.662 -2.440 2.678
C -2.784 -3.642 3.546
O -3.259 -1.369 2.928
H 4.346 0.441 -1.511
H 3.707 -1.026 -2.321
H 3.223 0.762 -2.683
H 1.303 -0.209 -1.482
H 2.161 0.799 -0.195
H 2.208 -2.317 -0.663
H 4.558 -1.566 0.363
H 3.397 -2.097 1.688
H 4.151 0.802 0.998
H 4.787 -0.067 2.393
H 3.022 0.273 2.205
H -2.707 -2.531 -4.791
H -3.671 -1.984 -1.110
H -3.287 -0.395 -1.985
H -3.558 -0.466 0.740
H -1.766 3.333 1.687
H -1.362 3.116 -0.002
H -3.570 0.714 2.308
H -3.826 2.517 2.266
H -1.237 -0.514 1.766
H -1.250 -3.210 1.351
H -1.857 -3.652 4.137
H -2.913 -4.410 2.844
H -3.634 -3.747 4.188
*
```

Partial charges, natural (NBO), in e:
1. C -0.621
2. C -0.403
3. C -0.318
4. C -0.396
5. C -0.612
6. C 0.709
7. O -0.602
8. N -0.312
9. N -0.189
10. C 0.141
11. C 0.743
12. O -0.578
13. O -0.664
14. C -0.480
15. C -0.077
16. N -0.615
17. C 0.571
18. N -0.792
19. N -0.878
20. C 0.109
21. N -0.633
22. C 0.697
23. C -0.704
24. O -0.672
25. H 0.206
26. H 0.214
27. H 0.216
28. H 0.232
29. H 0.210
30. H 0.240
31. H 0.212
32. H 0.219
33. H 0.195
34. H 0.214
35. H 0.211
36. H 0.500
37. H 0.244
38. H 0.254
39. H 0.215
40. H 0.387
41. H 0.408
42. H 0.443
43. H 0.400
44. H 0.233
45. H 0.403
46. H 0.248
47. H 0.226
48. H 0.248

***

Entry from the Open Molecules 2025 dataset: a molecular structure, C14H24NO4OsSeSi2 in a non-equilibrium geometry (ωB97M-V/def2-TZVPD).

For the orbital gap (alpha / beta), the calculation gives 5.6 / 5.8 eV. The value obtained for the electronic energy is -3974.495802 Ha. For the HOMO energy (alpha / beta), the calculation gives -11.01 / -10.80 eV. As for the largest force on an atom: 0.0224 Eh/bohr. As for the LUMO energy (alpha / beta): -5.39 / -4.95 eV.

ORCA input file:
```
! wB97M-V def2-TZVPD RIJCOSX def2/J DEFGRID3
* xyz 1 1
Os -0.029 0.207 -0.159
O 3.249 2.717 0.114
C 2.302 1.821 0.277
O 1.303 1.764 -0.481
C 2.378 0.868 1.341
C 3.353 0.694 2.306
C 3.185 -0.273 3.287
C 2.038 -1.057 3.255
C 1.083 -0.869 2.272
N 1.234 0.112 1.314
C -0.108 -1.632 1.989
O -0.546 -2.643 2.702
O -0.755 -1.335 0.956
H 3.039 3.287 -0.643
H 4.230 1.326 2.286
H 3.928 -0.418 4.054
H 1.901 -1.824 4.008
H 0.014 -2.826 3.467
Se -0.438 -0.124 -2.289
C -0.808 4.048 -0.221
Si -1.182 3.027 1.313
C 0.276 3.073 2.509
C -2.602 3.836 2.228
C -1.562 1.238 0.834
Si -3.246 0.926 -0.034
C -3.597 -0.891 -0.325
C -4.580 1.458 1.174
C -3.395 1.934 -1.606
H 0.000 4.760 -0.040
H -1.681 4.627 -0.520
H -0.523 3.431 -1.075
H 0.175 3.946 3.156
H 1.248 3.174 2.027
H 0.307 2.196 3.159
H -2.237 4.736 2.726
H -3.027 3.188 2.995
H -3.409 4.141 1.563
H -1.724 0.696 1.780
H -3.824 -1.359 0.637
H -2.808 -1.482 -0.787
H -4.486 -1.002 -0.949
H -4.351 1.173 2.202
H -5.499 0.936 0.897
H -4.793 2.524 1.157
H -2.462 2.036 -2.159
H -3.749 2.938 -1.362
H -4.127 1.494 -2.284
*
```

Partial charges, natural (NBO), in e:
1. Os 0.904
2. O -0.613
3. C 0.764
4. O -0.570
5. C -0.009
6. C -0.088
7. C -0.234
8. C -0.108
9. C -0.038
10. N -0.431
11. C 0.771
12. O -0.589
13. O -0.547
14. H 0.525
15. H 0.259
16. H 0.253
17. H 0.232
18. H 0.508
19. Se 0.135
20. C -1.129
21. Si 1.671
22. C -1.115
23. C -1.118
24. C -1.296
25. Si 1.684
26. C -1.126
27. C -1.125
28. C -1.139
29. H 0.238
30. H 0.251
31. H 0.237
32. H 0.256
33. H 0.210
34. H 0.225
35. H 0.247
36. H 0.242
37. H 0.242
38. H 0.235
39. H 0.241
40. H 0.233
41. H 0.251
42. H 0.235
43. H 0.249
44. H 0.242
45. H 0.239
46. H 0.243
47. H 0.252